This record from OMol25 describes a molecular structure, C4H6S2 at a distorted geometry. The level of theory is wB97M-V/def2-TZVPD.

HOMO-LUMO gap (eV): 8.05
LUMO (eV): -0.6
Energy above the lowest of the compared OMol25 structures with the same formula, charge and spin (kcal per mole): 79.6

Last column: Löwdin charge in e.
CARTESIAN COORDINATES (ANGSTROEM)
C 1.179 0.563 0.374  -0.986
C -1.506 -0.007 0.486  -0.739
C -2.280 1.078 -0.304  -0.141
C -2.701 -0.489 -0.433  -0.128
H 0.852 1.416 1.214  0.111
H -1.778 0.144 1.526  0.088
H -1.477 1.167 -1.074  0.072
H -2.820 2.161 -0.019  0.165
H -3.577 -0.802 0.240  0.107
H -2.451 -1.196 -1.275  0.101
S 2.684 0.092 -0.272  0.495
S 0.010 -0.702 0.189  0.854

This record from OMol25 describes 2 unconnected molecules or ions with the total composition C4H6S2 at a distorted geometry. The level of theory is wB97M-V/def2-TZVPD.

HOMO-LUMO gap (alpha / beta) (eV): 8.11 / 7.38
LUMO (alpha / beta) (eV): 0.7 / -1.6
Energy above the lowest of the compared OMol25 structures with the same formula, charge and spin (kcal per mole): 58.6
2S+1: 3

Last column: Löwdin charge in e.
CARTESIAN COORDINATES (ANGSTROEM)
C -2.707 -2.432 -0.107  0.127
C -2.830 -1.235 0.033  -0.315
C 0.718 0.768 -0.835  -0.487
C -2.983 0.015 0.525  -0.454
S 0.607 0.829 1.009  0.595
S -2.854 1.322 -0.509  0.736
H -2.570 -3.455 0.065  0.024
H 1.803 0.926 -1.302  0.072
H 0.457 -0.267 -1.070  0.006
H -0.105 1.488 -1.142  -0.008
H 0.977 -0.360 1.372  -0.200
H -2.705 2.245 0.490  -0.094

This record from OMol25 describes a molecular structure, C4H6S2Si at a distorted geometry. The level of theory is wB97M-V/def2-TZVPD.

HOMO-LUMO gap (eV): 7.72
LUMO (eV): -0.9
Energy above the lowest of the compared OMol25 structures with the same formula, charge and spin (kcal per mole): 68.9

Last column: Löwdin charge in e.
CARTESIAN COORDINATES (ANGSTROEM)
C -0.718 0.814 0.097  -0.748
C -2.071 -1.519 0.123  -0.710
C 0.743 1.259 0.298  -0.307
C 1.385 -0.011 -0.337  -0.341
Si -0.131 -1.262 0.021  0.459
S -2.093 1.697 0.019  0.642
S -3.293 -0.660 -0.169  0.700
H 0.869 2.170 -0.508  0.147
H 1.101 1.703 1.254  0.113
H 1.896 0.053 -1.283  0.049
H 2.199 -0.348 0.261  0.023
H 0.470 -1.833 1.364  0.015
H -0.355 -2.061 -1.138  -0.042

This record from OMol25 describes a single C4H6S3 molecule at a distorted geometry. The level of theory is wB97M-V/def2-TZVPD.

HOMO-LUMO gap (eV): 7.86
LUMO (eV): -1.0
Energy above the lowest of the compared OMol25 structures with the same formula, charge and spin (kcal per mole): 21.8
SMILES: CC(=S)[C@@H](S)C=S

Last column: Löwdin charge in e.
CARTESIAN COORDINATES (ANGSTROEM)
C -1.147 -0.029 1.086  -0.152
C -1.009 -0.347 -0.372  -0.895
C 0.327 0.082 -0.954  -0.793
C 1.465 -0.481 -0.134  -0.679
H -0.632 0.920 1.408  0.087
H -0.826 -0.908 1.668  0.097
H -2.169 -0.007 1.368  0.059
H 0.377 -0.310 -2.015  0.096
H 1.121 2.030 -0.041  -0.141
H 1.390 -0.485 0.947  0.041
S -2.046 -1.240 -1.243  0.757
S 0.277 1.882 -1.025  0.817
S 2.873 -1.106 -0.694  0.705

This record from OMol25 describes 2 unconnected molecules or ions with the total composition C4H6S4. The level of theory is wB97M-V/def2-TZVPD.

HOMO-LUMO gap (eV): 9.03
LUMO (eV): 0.5
Energy above the lowest of the compared OMol25 structures with the same formula, charge and spin (kcal per mole): 62.4
SMILES: C=C=C1SC1(S)S.S

Last column: Löwdin charge in e.
CARTESIAN COORDINATES (ANGSTROEM)
C -1.139 0.854 0.052  -0.092
C -1.571 1.013 1.264  0.023
C -0.700 0.700 -1.142  -0.670
C 0.157 -0.065 -2.024  -1.378
S 1.336 -0.907 3.140  0.476
S 1.932 0.076 -1.814  0.715
S -0.764 1.370 -2.776  0.835
S -0.322 -1.731 -2.542  0.696
H -2.461 0.521 1.622  0.064
H -1.038 1.627 1.970  0.060
H 2.596 -1.275 3.349  -0.234
H 2.251 -0.540 -2.953  -0.138
H 1.350 -0.072 4.177  -0.232
H -1.626 -1.572 -2.324  -0.125

This record from OMol25 describes 36 unconnected molecules or ions with the total composition C4H79O36 at a distorted geometry. The level of theory is wB97M-V/def2-TZVPD.

HOMO-LUMO gap (eV): 6.08
LUMO (eV): 1.0
Charge: -1

Last column: Löwdin charge in e.
CARTESIAN COORDINATES (ANGSTROEM)
O -16.860 13.534 -16.883  0.250
H -15.955 13.284 -16.681  0.068
H -17.416 13.324 -16.130  0.062
H -17.168 13.092 -17.678  0.069
C -19.437 11.054 -18.821  -0.054
C -18.689 12.098 -19.652  -0.576
C -19.368 13.452 -19.438  -0.037
O -17.369 12.128 -19.219  -0.308
H -20.492 10.926 -19.063  0.050
H -19.415 11.362 -17.775  0.079
H -19.047 10.037 -18.850  0.079
H -18.791 11.831 -20.704  0.104
H -18.870 14.325 -19.859  0.076
H -19.326 13.564 -18.355  0.069
H -20.379 13.295 -19.814  0.079
C -19.917 12.747 -14.758  -0.300
O -18.627 13.316 -14.779  -0.413
H -19.784 11.666 -14.807  0.032
H -20.468 12.995 -13.851  0.055
H -20.519 13.017 -15.625  0.040
O -13.301 13.165 -20.267  -0.082
H -13.736 12.367 -19.967  -0.039
H -14.015 13.785 -20.416  -0.023
O -17.637 6.690 -15.860  -0.061
H -18.195 7.450 -15.696  -0.028
H -16.942 6.757 -15.205  0.041
O -18.244 17.915 -14.776  -0.059
H -18.157 17.263 -15.471  -0.026
H -17.412 18.387 -14.784  0.017
O -22.848 11.169 -20.871  -0.071
H -23.453 11.901 -20.984  -0.027
H -22.537 10.976 -21.755  -0.018
O -24.309 13.172 -21.511  -0.018
H -23.996 13.253 -22.412  0.055
H -24.217 14.052 -21.145  0.024
O -19.038 10.218 -23.942  -0.028
H -18.353 9.589 -24.170  0.078
H -19.074 10.197 -22.985  0.055
O -21.685 9.075 -16.426  -0.025
H -22.310 9.781 -16.262  0.056
H -22.045 8.606 -17.179  0.021
O -23.382 7.850 -18.684  -0.033
H -22.785 7.178 -19.013  0.044
H -23.562 8.404 -19.443  0.037
O -14.542 10.837 -19.454  -0.040
H -15.224 11.183 -18.879  0.008
H -14.948 10.083 -19.882  0.024
O -15.780 14.370 -19.906  -0.080
H -16.354 14.892 -19.346  -0.030
H -16.150 13.488 -19.873  0.005
O -15.738 6.944 -21.386  -0.068
H -16.076 7.402 -20.616  -0.026
H -14.879 7.336 -21.540  0.030
O -23.567 15.774 -20.121  -0.040
H -24.434 16.099 -19.880  0.056
H -23.168 16.494 -20.610  -0.013
O -22.892 11.321 -18.240  -0.054
H -23.119 11.117 -19.147  -0.007
H -21.935 11.324 -18.227  0.008
O -19.868 9.152 -12.290  -0.056
H -20.522 9.680 -11.831  0.023
H -19.684 9.643 -13.091  0.005
O -17.319 15.185 -23.473  -0.042
H -16.679 14.720 -22.935  0.044
H -17.695 14.509 -24.037  0.006
O -22.817 17.297 -16.507  -0.058
H -23.097 16.457 -16.142  0.028
H -22.423 17.073 -17.350  -0.025
O -19.447 7.186 -21.967  -0.050
H -18.711 7.534 -22.469  0.010
H -19.082 7.001 -21.102  0.031
O -20.992 16.832 -18.754  -0.035
H -21.374 16.163 -19.322  0.017
H -20.402 17.324 -19.327  0.045
O -21.950 17.483 -21.514  -0.042
H -21.164 17.258 -22.012  0.003
H -21.888 18.430 -21.383  0.062
O -16.713 10.267 -17.207  -0.042
H -16.930 10.930 -17.862  -0.019
H -16.730 9.439 -17.687  0.030
O -14.376 12.793 -16.406  -0.003
H -13.834 12.067 -16.096  0.077
H -13.748 13.454 -16.697  0.072
O -19.219 8.867 -15.631  -0.047
H -18.812 9.528 -16.191  0.016
H -20.154 8.930 -15.825  -0.018
O -18.614 12.668 -24.916  -0.059
H -18.716 11.807 -24.511  -0.030
H -19.472 13.082 -24.819  -0.020
O -21.887 10.514 -23.304  -0.022
H -20.961 10.550 -23.543  0.011
H -22.233 9.770 -23.797  0.067
O -19.773 16.323 -22.932  -0.046
H -18.825 16.447 -22.886  0.023
H -19.893 15.631 -23.583  -0.001
O -16.767 16.148 -18.347  -0.032
H -17.295 16.343 -17.572  0.038
H -16.496 17.006 -18.673  0.054
O -19.173 15.833 -16.251  -0.050
H -19.057 15.046 -15.719  0.000
H -19.865 15.603 -16.872  0.023
O -21.003 14.170 -24.612  -0.023
H -20.826 14.572 -25.462  0.068
H -21.847 13.733 -24.724  0.062
O -16.179 7.296 -18.579  -0.042
H -15.585 6.547 -18.557  0.053
H -16.841 7.098 -17.917  0.012
O -16.607 10.993 -14.578  -0.070
H -16.882 10.587 -15.399  -0.035
H -16.958 11.883 -14.620  -0.015
O -25.036 12.885 -17.421  -0.072
H -24.181 12.632 -17.768  -0.024
H -25.236 12.217 -16.765  0.021
O -16.691 9.830 -21.446  -0.033
H -16.328 10.143 -22.275  0.049
H -17.111 10.600 -21.063  0.008
O -14.370 16.925 -19.852  -0.044
H -14.250 16.863 -20.800  0.038
H -15.093 16.327 -19.662  -0.028

This record from OMol25 describes a molecular structure, C4H7AuO2 at a distorted geometry. The level of theory is wB97M-V/def2-TZVPD.

HOMO-LUMO gap (alpha / beta) (eV): 9.59 / 6.61
LUMO (alpha / beta) (eV): -10.5 / -13.8
Energy above the lowest of the compared OMol25 structures with the same formula, charge and spin (kcal per mole): 75.7
Charge: +2
2S+1: 3

Last column: Löwdin charge in e.
CARTESIAN COORDINATES (ANGSTROEM)
H -1.156 -2.575 -0.264  0.159
O -2.232 -0.871 0.114  -0.121
C -1.129 -1.572 0.204  -0.149
H -0.680 -1.445 1.215  0.139
C 0.247 -0.643 -0.826  0.016
C 0.896 0.546 -0.321  -0.099
C 0.825 1.723 0.576  -0.133
H 0.934 -1.497 -0.870  0.149
H -0.190 -0.500 -1.823  0.150
H 1.973 0.313 -0.342  0.176
H 0.466 1.726 -0.877  0.297
H 1.797 2.084 0.953  0.205
O -0.157 1.848 1.413  -0.120
Au -1.595 0.863 0.848  1.331

This record from OMol25 describes a single C4H7BO2 molecule at a distorted geometry. The level of theory is wB97M-V/def2-TZVPD.

HOMO-LUMO gap (eV): 10.41
LUMO (eV): 0.7
Energy above the lowest of the compared OMol25 structures with the same formula, charge and spin (kcal per mole): 11.2
SMILES: CC1=CB(O)OC1

Last column: Löwdin charge in e.
CARTESIAN COORDINATES (ANGSTROEM)
B -1.829 -0.231 0.011  -0.758
C -0.503 -1.050 -0.066  0.119
C 0.524 -0.186 -0.088  -0.282
C 0.178 1.193 0.008  -0.003
C 2.043 -0.469 0.018  -0.019
O -1.511 1.083 -0.066  0.071
O -3.076 -0.654 0.035  0.217
H -0.388 -2.084 -0.192  0.084
H 0.310 1.885 0.875  0.138
H 0.435 1.953 -0.778  0.139
H 2.437 0.088 0.829  0.067
H 2.645 -0.216 -0.790  0.056
H 2.352 -1.435 0.290  0.062
H -3.616 0.124 -0.086  0.109